1.
Density functional theory data (the ωB97M-V functional and the def2-TZVPD basis) for 3 unconnected molecules or ions with the total composition C36H68N3O7P at a distorted geometry.

Properties
HOMO-LUMO gap = 7.5 eV
HOMO energy = -8.2 eV
energy = -66503.96072 eV
SMILES string = CC(=O)N(C)CCCC[PH](CCCCOC=O)(CCCCOC=O)OC(=O)c1ccccc1.CCN(CC)CC.CCN(CC)CC

The geometry in XYZ format:
```
115
Properties=species:S:1:pos:R:3:forces:R:3
C 0.369402 -1.081887 3.723369 0.687 -0.426 -0.952
C 1.430426 -0.061101 2.999952 3.478 4.156 3.660
O 2.137505 0.789092 3.784216 -4.530 -5.121 -4.512
N 1.722233 -0.024932 1.487989 0.440 0.491 1.950
C 3.157185 -0.506524 1.384875 1.236 -1.377 0.788
C 1.553653 1.392438 0.968678 -1.186 1.042 -0.450
C 0.786464 1.460045 -0.495287 0.141 1.262 -0.470
C -0.793301 1.992276 -0.362222 1.131 0.435 0.731
C -1.700234 1.019102 0.595845 1.499 0.756 1.639
P -3.186657 0.184608 -0.298303 2.909 -0.237 0.288
C -1.912428 -0.573046 -1.562518 0.027 -1.651 0.354
C -2.379016 -2.116807 -2.004894 1.370 0.061 0.615
C -0.969578 -3.014191 -2.078791 -0.324 -0.561 0.652
C -0.893913 -3.927255 -0.681555 -1.632 0.305 -0.488
O 0.314893 -4.772034 -0.609289 0.450 0.332 4.360
C 0.512533 -5.088485 0.844468 -5.322 -2.029 2.564
O -0.514616 -5.480441 1.623831 6.581 2.766 -5.164
C -3.590069 -0.945937 1.215492 0.940 -0.354 0.840
C -4.117001 -0.054842 2.493735 -0.310 -0.537 1.039
C -5.688609 -0.289843 2.896467 -0.022 0.612 0.669
C -6.144928 -1.862145 3.016714 -1.052 1.379 -1.371
O -6.808710 -2.047061 4.345862 -3.174 -0.035 -1.946
C -8.274443 -2.017602 4.080557 -2.921 -6.244 0.375
O -9.035525 -3.139231 4.148089 5.417 7.589 -0.188
O -4.475246 -0.473681 -1.266988 -4.808 1.277 1.592
C -5.803024 -0.216104 -0.688683 -2.608 -5.333 1.535
O -6.508766 -1.293356 -0.244383 4.374 6.827 -2.880
C -6.558336 1.234020 -0.570009 -2.294 3.438 -0.599
C -7.898591 1.443470 -1.545112 0.392 2.707 1.898
C -8.820723 2.832937 -1.524084 3.311 -0.022 2.759
C -8.424794 4.084548 -0.489410 2.757 -4.560 -0.478
C -7.060968 3.840481 0.447022 -1.566 -1.873 -1.904
C -6.158771 2.470481 0.429277 -3.016 0.256 -2.482
H 0.960166 -1.759478 4.499280 -1.228 1.776 -1.531
H -0.092997 -1.833170 2.932122 0.809 1.799 1.595
H -0.447124 -0.431025 4.253308 1.650 -1.343 -1.020
H 3.339926 -1.261814 0.486788 -0.549 1.853 1.696
H 3.369416 -1.128729 2.380252 -0.225 1.209 -2.275
H 3.959641 0.361349 1.381928 -1.752 -1.632 -0.088
H 0.842323 1.968360 1.732463 1.756 -1.085 -1.644
H 2.578862 1.975877 0.855509 -2.032 -1.325 0.530
H 0.884016 0.484547 -1.134443 -0.199 1.683 1.462
H 1.356841 2.308888 -1.110025 -1.224 -1.820 1.194
H -0.700864 3.051043 0.181413 -0.270 -2.221 -1.306
H -1.232546 2.195859 -1.427387 0.688 -0.513 1.974
H -2.032707 1.682597 1.526730 0.539 -1.417 -1.880
H -0.987587 0.177603 1.051541 -1.412 1.745 -0.939
H -3.718569 1.505157 -0.516554 -0.062 -0.644 0.130
H -1.713268 0.124462 -2.480865 -0.429 -1.400 1.796
H -0.912890 -0.737280 -0.932463 -2.229 0.665 -1.468
H -3.004930 -2.627591 -1.125995 1.024 1.322 -2.184
H -2.951684 -2.105172 -3.028613 1.057 -0.180 2.231
H -0.012553 -2.338224 -2.106850 -1.869 -1.261 -0.168
H -1.021284 -3.710011 -3.020321 0.350 1.206 1.917
H -1.822057 -4.654074 -0.650368 1.743 1.625 -0.013
H -0.896582 -3.264390 0.293807 -0.257 -0.996 -2.162
H 1.574467 -4.996946 1.374076 -2.025 -0.170 -1.919
H -2.537728 -1.400143 1.549412 -2.166 1.038 -0.909
H -4.261809 -1.870002 0.950966 1.026 2.102 0.428
H -3.951571 1.098005 2.380479 -0.168 -2.231 0.017
H -3.466742 -0.386162 3.438517 -1.431 0.763 -2.038
H -5.829722 0.194232 3.978433 0.333 -1.140 -2.284
H -6.433048 0.325220 2.196464 1.721 -1.547 1.301
H -7.005375 -2.022466 2.213437 2.236 0.053 1.338
H -5.274141 -2.622961 2.827178 -1.805 1.399 0.826
H -8.831071 -1.027720 3.757990 1.669 -1.692 0.712
H -8.259228 0.596829 -2.304195 1.097 1.976 1.999
H -9.765297 2.949550 -2.228872 2.297 -0.449 1.640
H -9.073387 5.077064 -0.434579 1.682 -2.421 -0.093
H -6.802469 4.743016 1.182501 -0.392 -2.411 -1.733
H -5.219415 2.359492 1.132380 -2.235 0.390 -1.596
C 6.176497 8.192103 1.281034 -0.048 0.002 -0.132
C 5.788379 6.897072 1.987811 -0.223 0.139 -0.083
N 4.455704 6.406945 1.632200 -0.334 -0.111 0.106
C 3.960344 5.358047 2.527889 0.009 0.260 0.146
C 4.723322 4.038323 2.559089 -0.016 -0.335 0.138
C 4.205257 6.180627 0.205805 0.107 0.370 0.082
C 5.132993 5.220046 -0.531082 0.080 -0.189 -0.332
H 5.416808 8.966709 1.430499 0.051 -0.156 -0.039
H 7.121854 8.568242 1.685054 -0.100 -0.095 -0.049
H 6.315722 8.042812 0.206058 -0.029 0.060 0.091
H 5.813211 7.105541 3.064742 -0.222 -0.234 -0.089
H 6.560415 6.144486 1.801448 0.213 -0.083 -0.011
H 2.907016 5.151243 2.300151 0.140 0.127 -0.169
H 3.948670 5.763079 3.548262 0.102 0.104 -0.154
H 4.544203 3.447175 1.660079 0.104 0.013 0.007
H 4.380499 3.435982 3.407481 0.012 0.052 -0.098
H 5.800182 4.181437 2.678392 -0.071 0.021 -0.058
H 4.246364 7.149608 -0.305005 0.078 -0.022 0.136
H 3.169967 5.846967 0.064861 0.097 0.002 0.298
H 6.190344 5.414486 -0.324582 -0.135 -0.022 0.029
H 4.990796 5.334947 -1.612687 0.023 -0.009 0.139
H 4.914924 4.177957 -0.292194 0.132 0.054 0.033
C 4.903936 -5.741971 -5.796451 -0.041 -0.127 0.051
C 4.535258 -4.612209 -4.839901 -0.229 -0.129 -0.090
N 3.231438 -4.784643 -4.197230 -0.304 0.195 0.089
C 2.741510 -3.572791 -3.534499 -0.066 -0.010 -0.330
C 3.545468 -3.040176 -2.353501 0.015 0.171 0.296
C 3.034945 -6.029459 -3.448652 0.020 -0.100 -0.346
C 4.016798 -6.340238 -2.323578 0.101 -0.230 0.278
H 4.115070 -5.904482 -6.538586 0.058 0.023 0.159
H 5.822970 -5.489318 -6.334927 -0.095 -0.011 0.110
H 5.082786 -6.682044 -5.265868 -0.036 0.066 -0.089
H 4.518309 -3.689306 -5.433044 -0.209 0.005 0.253
H 5.336941 -4.491902 -4.105064 0.223 0.023 0.074
H 1.703400 -3.726589 -3.213867 0.180 -0.226 -0.048
H 2.683557 -2.776011 -4.287580 0.117 -0.161 -0.063
H 3.414922 -3.658672 -1.464581 0.076 -0.005 -0.032
H 3.194973 -2.035200 -2.094105 0.016 -0.044 -0.039
H 4.612675 -2.962985 -2.575883 -0.072 -0.037 0.007
H 3.061183 -6.862575 -4.160530 0.082 0.143 -0.035
H 2.016147 -6.055270 -3.043185 0.104 0.287 -0.102
H 5.060019 -6.201496 -2.625044 -0.126 0.029 0.017
H 3.906171 -7.389626 -2.023847 0.015 0.140 -0.047
H 3.824991 -5.735655 -1.435738 0.114 0.015 -0.067
```
Forces are in eV/Å.

2.
Density functional theory data (the ωB97M-V functional and the def2-TZVPD basis) for a molecular structure, C36H68N6Nb at a distorted geometry.

Properties
charge = -1
HOMO-LUMO gap = 6.1 eV
HOMO energy = -4.5 eV
energy = -48918.17004 eV

The geometry in XYZ format:
```
111
Properties=species:S:1:pos:R:3:forces:R:3
Nb 6.557450 -1.729784 1.195690 1.851 0.476 -0.791
C 8.427770 -0.520759 0.759752 -0.219 0.278 -0.624
C 8.336592 0.508520 -0.408839 0.201 0.055 0.494
C 7.251615 1.586423 -0.238264 0.285 0.866 -0.450
C 7.627632 2.732552 0.728690 0.114 0.801 0.262
C 6.871989 4.077791 0.448069 -0.348 -0.503 0.105
C 5.649517 4.306319 1.398138 -0.407 0.704 -2.147
C 4.419514 3.601844 0.723936 -0.103 -0.784 1.444
C 3.450644 2.919585 1.751765 0.683 -0.734 -0.937
C 2.844903 1.579039 1.201101 -0.529 0.304 1.144
C 1.376994 1.714350 0.728879 0.807 -0.210 -0.945
C 1.204095 2.355600 -0.690191 -0.606 -0.091 0.637
C 1.016997 1.340094 -1.839846 -0.285 1.003 -0.433
N 2.251381 0.903722 -2.477967 0.546 -1.006 -0.724
C 3.526941 1.322165 -2.259537 1.040 1.690 1.620
C 4.474506 0.684209 -3.010692 -1.965 -0.792 -0.781
C 3.662439 -0.220250 -3.820438 1.438 0.456 0.189
C 2.352430 -0.052483 -3.471481 -0.390 -0.587 -0.429
H 6.997476 -1.750147 2.996557 -0.320 -0.134 0.181
H 5.573445 -0.217165 1.606959 -0.305 -0.349 0.526
H 5.961019 -1.721872 -0.541173 -0.384 -0.030 -0.336
H 7.335033 -3.381319 1.075299 -0.303 -0.488 0.500
H 4.986685 -2.611497 1.609256 -0.157 0.252 0.067
H 9.203101 -1.264752 0.460133 -0.400 0.060 0.302
H 8.800326 -0.055954 1.691234 -0.113 0.007 -0.352
H 8.175485 0.022931 -1.388772 -0.025 -0.133 0.548
H 9.325030 1.013848 -0.492765 -0.458 0.048 -0.132
H 7.112462 2.059826 -1.235974 0.030 -0.158 0.384
H 6.263028 1.195030 0.048605 0.444 -0.290 -0.098
H 8.708803 2.962440 0.662397 -0.321 -0.392 -0.043
H 7.422482 2.481591 1.786388 0.212 -0.236 -0.444
H 7.539982 4.958810 0.434913 -0.046 -0.418 0.291
H 6.477586 3.995346 -0.584899 0.125 0.308 0.381
H 5.435146 5.389028 1.343708 0.151 -0.458 0.740
H 5.833193 3.956827 2.422309 -0.051 0.151 -0.299
H 4.844240 2.767977 0.141705 -0.375 0.440 -0.072
H 3.840920 4.287585 0.083483 0.499 -0.172 -0.027
H 2.634628 3.585575 2.075570 0.377 -0.123 0.096
H 4.086350 2.622267 2.603398 -0.439 0.338 -0.095
H 3.501464 1.097132 0.460873 -0.287 0.235 0.179
H 2.831435 0.887287 2.064382 0.014 0.127 -0.442
H 0.815737 2.317650 1.461371 0.138 -0.355 -0.148
H 0.958673 0.690984 0.668441 -0.104 0.488 0.218
H 1.989743 3.098185 -0.908029 -0.218 -0.387 0.026
H 0.267692 2.947290 -0.642437 0.343 -0.234 -0.195
H 0.415416 1.850102 -2.621982 0.226 -0.250 0.227
H 0.397835 0.486269 -1.512547 0.537 0.142 -0.022
H 3.721490 2.107678 -1.532185 -0.140 -0.323 -0.197
H 5.550031 0.826293 -2.989413 -0.387 -0.065 0.023
H 4.090614 -0.884527 -4.568924 -0.481 0.044 0.213
H 1.501648 -0.587482 -3.893134 0.098 0.348 0.399
C -3.858698 0.859223 0.815723 0.055 -0.058 0.025
C -2.634791 1.641489 0.358796 -0.203 -0.098 0.249
C -2.602453 1.848405 -1.157625 0.240 0.214 0.222
C -2.457890 0.585790 -1.882681 -0.111 0.050 -0.133
N -2.351556 -0.407125 -2.450060 -0.027 -0.021 0.078
H -3.856471 -0.152123 0.406603 -0.058 0.008 0.023
H -3.868620 0.775273 1.902736 -0.033 -0.040 -0.025
H -4.782553 1.355218 0.507522 0.009 -0.010 -0.008
H -1.730121 1.124757 0.687322 0.044 0.065 -0.099
H -2.634541 2.620013 0.844645 0.084 0.038 -0.122
H -1.763360 2.498929 -1.413814 0.006 -0.107 -0.145
H -3.509551 2.359168 -1.488081 -0.029 -0.133 -0.066
C 6.955372 8.885385 -2.336340 -0.023 0.059 0.006
C 7.756763 9.464021 -1.175661 -0.123 0.010 -0.308
C 7.982920 8.458084 -0.044176 0.234 0.289 -0.037
C 6.735472 8.071855 0.612833 0.071 -0.180 0.007
N 5.755586 7.760114 1.122931 -0.032 0.209 -0.038
H 5.946908 8.607235 -2.025886 0.035 -0.046 0.019
H 6.864995 9.621708 -3.136180 -0.011 -0.037 -0.006
H 7.444677 8.000055 -2.747068 -0.032 -0.004 0.009
H 7.248207 10.351199 -0.791449 0.054 -0.034 0.085
H 8.730229 9.791096 -1.548142 0.029 -0.023 0.116
H 8.648459 8.899406 0.700841 -0.079 -0.089 0.088
H 8.485884 7.567993 -0.428201 -0.128 -0.069 0.043
C -2.039959 -5.328051 -0.580184 -0.036 -0.021 -0.005
C -3.286996 -5.257329 -1.454825 0.237 -0.189 0.193
C -3.814044 -3.830614 -1.631791 -0.020 -0.277 -0.311
C -4.293434 -3.256123 -0.376267 0.082 0.160 -0.062
N -4.661076 -2.799590 0.611952 -0.110 -0.051 -0.017
H -2.246982 -4.996386 0.438840 0.010 0.040 -0.025
H -1.674909 -6.354298 -0.526712 0.023 0.031 0.018
H -1.239901 -4.707022 -0.987338 -0.003 -0.002 0.035
H -4.065686 -5.893733 -1.027924 -0.063 0.067 -0.071
H -3.049516 -5.662712 -2.440512 -0.097 0.090 -0.035
H -4.637830 -3.839029 -2.349279 -0.057 0.106 0.097
H -3.035644 -3.189915 -2.053061 -0.038 0.116 0.146
C -9.739323 -4.192122 1.518921 0.036 -0.016 0.018
C -8.523130 -3.389556 1.070846 -0.197 -0.181 0.282
C -8.476663 -3.158438 -0.440938 0.215 0.266 0.257
C -8.303053 -4.402547 -1.189968 -0.073 0.070 -0.112
N -8.169151 -5.379607 -1.778555 0.012 -0.002 0.049
H -9.728037 -5.200687 1.100804 -0.016 0.027 -0.037
H -9.750326 -4.284554 2.605527 -0.042 -0.031 -0.024
H -10.667190 -3.702454 1.212455 -0.006 -0.030 -0.001
H -7.614536 -3.897558 1.398863 0.058 0.103 -0.093
H -8.542085 -2.418489 1.569367 0.099 0.032 -0.109
H -7.643635 -2.490189 -0.670951 0.027 -0.107 -0.106
H -9.387734 -2.653618 -0.770078 -0.022 -0.135 -0.089
C -11.919585 -7.788424 1.109599 0.023 -0.049 0.021
C -12.929124 -8.411569 2.066044 0.192 -0.003 -0.273
C -13.475466 -7.414684 3.091970 -0.180 -0.336 -0.073
C -12.442140 -6.939020 4.011458 -0.071 0.144 -0.003
N -11.630748 -6.562784 4.731120 0.012 -0.037 -0.031
H -11.030368 -7.441096 1.638279 -0.033 0.031 0.004
H -11.599191 -8.521608 0.368959 0.019 0.050 -0.008
H -12.356829 -6.940615 0.577790 0.035 0.002 0.001
H -12.467861 -9.259710 2.576535 -0.077 0.036 0.077
H -13.766734 -8.806286 1.486604 -0.059 0.022 0.110
H -14.265892 -7.894942 3.672830 0.053 0.095 0.105
H -13.931745 -6.563950 2.581548 0.105 0.067 0.057
```
Forces are in eV/Å.